No. 1
{
  "formula": "C25H40BrIrNOP2",
  "method": "ωB97M-V/def2-TZVPD",
  "symbols": ["C", "C", "C", "C", "N", "C", "C", "C", "C", "C", "C", "C", "C", "C", "Ir", "P", "H", "H", "H", "H", "H", "H", "H", "H", "C", "C", "H", "H", "H", "H", "H", "C", "C", "H", "H", "H", "H", "H", "C", "C", "H", "H", "H", "H", "H", "Br", "P", "C", "C", "H", "H", "H", "H", "H", "C", "C", "H", "H", "H", "H", "H", "C", "C", "H", "H", "H", "H", "H", "O", "H", "H"],
  "xyz": [[5.343076, -1.969895, 1.235884], [4.488594, -1.598292, 0.110343], [5.179500, -1.601221, -1.152878], [6.583331, -1.720955, -1.207756], [7.329520, -1.935425, -0.127202], [6.726918, -2.096535, 1.056879], [3.072697, -1.248584, 0.181728], [2.322323, -0.173124, 0.454401], [1.961043, 1.210617, 0.556493], [0.557380, 1.316486, 0.406081], [-0.141255, 2.488554, 0.870802], [0.589852, 3.710127, 1.069075], [2.006335, 3.601115, 1.186908], [2.630850, 2.312534, 1.149805], [0.490420, -1.131461, 0.480394], [-1.388433, -1.922314, 1.377920], [4.631280, -1.503935, -2.078856], [4.912244, -2.162284, 2.217225], [7.092445, -1.605694, -2.159903], [7.364489, -2.301101, 1.917483], [3.629362, 2.082447, 1.608012], [0.057590, 0.717898, -0.447764], [2.613278, 4.470370, 1.417674], [-1.223532, 2.473087, 0.962119], [-2.312443, -0.529657, 2.118912], [-3.776072, -0.532965, 1.778109], [-1.816246, 0.418520, 1.817460], [-2.142407, -0.692365, 3.197357], [-4.267134, 0.226172, 2.405761], [-3.942312, -0.244136, 0.733646], [-4.241438, -1.509758, 1.983427], [-2.086528, -2.649151, -0.115383], [-1.055809, -3.692032, -0.570783], [-2.245436, -1.875547, -0.882358], [-3.065598, -3.060147, 0.165540], [-1.239877, -3.921286, -1.631491], [-0.013224, -3.312424, -0.445731], [-1.177766, -4.609172, 0.028446], [-1.514530, -3.304916, 2.670586], [-2.789069, -4.072222, 3.048232], [-1.139836, -2.779648, 3.562063], [-0.730328, -4.007100, 2.338487], [-2.456898, -4.838756, 3.763930], [-3.540068, -3.454717, 3.558725], [-3.265002, -4.613994, 2.217661], [-0.299885, 5.268392, 1.366292], [-1.249638, 1.860074, -1.992742], [-2.472985, 0.631082, -1.382114], [-3.809647, 0.919472, -2.126558], [-2.570200, 0.687075, -0.285665], [-2.108230, -0.391700, -1.602736], [-4.537052, 0.103069, -2.006200], [-4.282822, 1.877581, -1.809756], [-3.592288, 0.997400, -3.200365], [-1.736548, 3.556132, -1.514567], [-1.645327, 4.725275, -2.502275], [-1.122026, 3.836750, -0.649788], [-2.770660, 3.571484, -1.118468], [-1.856169, 5.672051, -1.989858], [-0.671020, 4.815858, -2.981511], [-2.423124, 4.613323, -3.257613], [0.449279, 1.679838, -2.653588], [0.704340, 2.058272, -4.130885], [0.728034, 0.610707, -2.532590], [1.089502, 2.293505, -1.983486], [1.786389, 2.060466, -4.298835], [0.252072, 1.342269, -4.829149], [0.360544, 3.073291, -4.355440], [0.951670, -1.559966, 2.818496], [1.854574, -1.915266, 2.855635], [0.959927, -0.743543, 3.336301]],
  "forces_ev_per_a": [[-1.200, 0.719, -1.596], [2.593, -1.681, -0.623], [-0.348, 0.037, 1.650], [0.973, 0.072, -0.923], [-4.616, 0.347, 0.385], [1.252, -0.157, 0.938], [-2.367, 4.845, 1.810], [3.744, -3.432, -1.257], [-0.479, 1.309, 1.207], [-1.116, 1.194, -0.364], [1.237, -0.183, -0.523], [0.748, -2.876, 0.411], [-0.022, -1.607, 0.151], [0.421, -0.389, -0.093], [2.621, -0.808, -0.643], [-3.313, -1.182, 2.333], [0.214, 0.193, -0.123], [0.402, 0.152, -0.132], [0.054, -0.135, -0.096], [-0.051, -0.127, -0.076], [-0.837, 0.901, -0.796], [0.330, 0.576, 1.410], [-0.116, -0.031, 0.108], [0.151, 0.170, -0.226], [0.981, 0.058, 0.038], [-0.870, 0.240, 0.225], [-0.317, -0.503, 0.355], [-0.129, 0.356, -0.254], [-0.056, -0.341, -0.225], [-0.171, -0.300, 0.236], [0.038, 0.412, -0.142], [-0.079, 0.488, -0.483], [-0.648, -0.533, -0.266], [-0.085, -0.627, 0.385], [0.158, -0.099, -0.202], [0.319, -0.110, 0.398], [-0.284, -0.377, -0.212], [0.316, 0.278, -0.366], [1.350, 0.539, -0.243], [-0.353, 0.041, -0.338], [0.067, -0.345, -0.188], [-0.215, 0.138, 0.326], [-0.120, 0.242, -0.168], [0.248, -0.098, -0.228], [0.180, 0.273, 0.159], [-0.271, 0.813, 0.159], [-1.097, 1.607, -0.835], [0.213, -0.422, -0.283], [-0.057, 0.410, -0.200], [0.124, 0.266, -0.368], [-0.102, 0.807, -0.239], [0.306, 0.244, 0.185], [0.379, -0.765, -0.107], [-0.234, -0.045, 0.213], [-0.220, 0.699, 0.651], [-0.205, -0.115, -0.608], [-0.092, -0.225, -0.360], [0.382, -0.594, -0.193], [0.114, -0.344, 0.101], [-0.039, -0.019, -0.005], [0.197, 0.065, -0.190], [0.528, -0.605, 0.017], [-0.244, 0.218, -0.057], [-0.066, 0.463, 0.132], [-0.360, -0.307, -0.291], [-0.160, -0.104, 0.101], [0.026, 0.284, 0.247], [-0.063, -0.268, -0.011], [0.465, 0.282, -0.325], [-0.189, -0.047, 0.259], [0.057, 0.063, 0.268]],
  "energy_ha": -4465.7368,
  "largest_force_ev_per_a": 5.69,
  "multiplicity": 6,
  "molar_mass_g_mol": 704.67,
  "e_above_lowest_kcal_mol": 117.8,
  "total_charge": 4,
  "gap_ev": [6.14, 4.69]
}

=====

No. 2
{
  "formula": "CH5NOS",
  "method": "ωB97M-V/def2-TZVPD",
  "symbols": ["S", "H", "H", "C", "N", "O", "H", "H", "H"],
  "xyz": [[0.404392, 2.856638, 0.523953], [1.429721, 1.971807, 0.628142], [0.170130, 2.784188, 1.851948], [-0.903598, -1.037998, -0.715042], [0.302360, -1.468759, -0.305815], [-1.406230, -1.217587, -1.801650], [-1.493988, -0.504480, 0.045505], [0.989553, -1.913351, -0.900990], [0.507660, -1.470458, 0.673950]],
  "forces_ev_per_a": [[0.330, -0.417, 0.388], [-0.354, 0.329, -0.100], [0.017, 0.066, -0.288], [-1.225, -0.121, -0.500], [0.876, -0.136, 0.342], [0.511, 0.053, -0.208], [0.342, -0.010, 0.355], [-0.551, 0.033, -0.147], [0.053, 0.204, 0.157]],
  "energy_ha": -569.2799,
  "largest_force_ev_per_a": 1.33,
  "molar_mass_g_mol": 79.12,
  "e_above_lowest_kcal_mol": 5.1,
  "smiles": "NC=O.S",
  "total_charge": 0,
  "gap_ev": 10.44
}